(1)
Entry from the OMol25 dataset: a cluster of 5 separate species, C48H96ClFN6O13P2S in total (ωB97M-V with the def2-TZVPD basis set).

Results
**Lowest unoccupied orbital energy**: -0.9 eV
**Orbital gap**: 0.27619 Ha
**HOMO level**: -0.30744 hartree
**SMILES string**: CCP(C)c1c(CCCCS(=O)(=O)O)c([C@H](C)F)c(C[C@@H](C)Cl)c2c1C(=O)C(CCN)=C([PH2]=N)C2=O.COCCNCCOC.COCCNCCOC.COCCNCCOC.COCCNCCOC

Each line ends with the Mulliken charge.
Positions of all 168 atoms, in Å:
C  2.13228  -3.46700  3.93949  -1.680
C  1.43432  -2.45645  3.03076  0.060
P  2.63755  -1.43181  2.07678  0.577
C  3.75608  -0.97350  3.47193  -1.294
C  1.83958  0.12193  1.41014  0.132
C  2.57368  1.33052  1.18672  0.322
C  4.05991  1.34772  1.47193  -1.565
C  4.84216  0.37811  0.56023  -0.075
C  6.33203  0.71741  0.62683  -1.304
C  7.10474  -0.29318  -0.23721  -0.521
S  8.57982  0.40808  -0.91981  1.267
O  8.33128  1.72714  -1.38720  -0.626
O  9.65013  0.21646  0.01155  -0.636
O  8.85950  -0.51600  -2.18391  -0.487
C  1.94613  2.49063  0.65266  -0.032
C  2.69588  3.78746  0.43865  0.291
C  2.14952  4.96915  1.24429  -1.080
F  2.71238  4.08343  -0.92859  -0.432
C  0.59946  2.46230  0.22496  0.930
C  -0.13241  3.62371  -0.41067  -2.225
C  -1.16189  4.38287  0.46869  0.376
C  -1.37876  3.86566  1.89466  -1.174
Cl  -0.82496  6.16838  0.50867  -0.194
C  -0.06835  1.24300  0.34182  0.513
C  0.51011  0.12138  0.96020  0.559
C  -0.46171  -1.00893  0.99378  -0.829
O  -0.94379  -1.53599  1.95908  -0.609
C  -1.03904  -1.34250  -0.34203  0.238
C  -0.99270  -2.75530  -0.79997  -0.543
C  -2.38151  -3.44925  -0.69953  -0.536
N  -2.34053  -4.51089  0.31237  -0.560
C  -1.57092  -0.27462  -0.94024  0.320
P  -2.39754  -0.31446  -2.54825  0.243
N  -1.77716  -1.31600  -3.59397  -0.740
C  -1.44083  1.02914  -0.25002  -0.167
O  -2.35084  1.81087  -0.19703  -0.696
H  2.37564  -2.98986  4.88651  0.411
H  3.07200  -3.83435  3.53732  0.337
H  1.44700  -4.27340  4.17283  0.460
H  0.73056  -1.85103  3.58625  0.631
H  0.86159  -3.01363  2.30075  -0.038
H  3.28607  -0.31323  4.19812  0.299
H  4.03214  -1.88583  3.98654  0.557
H  4.68370  -0.55352  3.11675  0.264
H  4.49755  2.30196  1.24452  0.391
H  4.26584  1.18923  2.52153  0.587
H  4.70410  -0.65795  0.83969  0.134
H  4.51490  0.59117  -0.45559  0.402
H  6.51918  1.71766  0.25253  0.596
H  6.68123  0.62203  1.65155  0.263
H  6.45995  -0.59528  -1.05946  0.275
H  7.38701  -1.18383  0.31404  0.459
H  9.19438  -1.35730  -1.84135  0.352
H  3.73450  3.72839  0.70981  0.362
H  1.24340  4.67422  1.75744  0.244
H  2.86011  5.22076  2.02448  0.370
H  1.98190  5.82063  0.60102  -0.028
H  0.53286  4.34184  -0.86851  0.936
H  -0.69484  3.21502  -1.24208  0.598
H  -2.11268  4.33859  -0.03652  0.466
H  -0.55604  3.30758  2.32876  0.288
H  -1.54294  4.72276  2.53969  0.772
H  -2.30944  3.32457  1.92430  -0.329
H  -0.53401  -2.84060  -1.77262  0.475
H  -0.35023  -3.27885  -0.10092  0.071
H  -3.11442  -2.68955  -0.42519  0.207
H  -2.62518  -3.89273  -1.65828  0.550
H  -2.53644  -4.13438  1.23009  0.236
H  -3.05334  -5.19765  0.09731  0.096
H  -2.24216  1.00882  -2.99952  0.085
H  -3.76560  -0.54935  -2.31876  0.107
H  -2.47482  -1.98312  -3.90034  0.229
C  -3.21694  -7.20152  -1.91309  -0.814
O  -3.98489  -7.57145  -0.78260  -0.344
C  -5.36640  -7.77893  -1.05861  -0.816
C  -5.73787  -9.23275  -0.86988  -0.271
N  -5.14026  -10.06456  -1.90651  -0.320
C  -5.27770  -11.50054  -1.68102  -0.692
C  -4.56441  -12.10338  -0.47565  -0.474
O  -3.15288  -12.06415  -0.56140  -0.418
C  -2.54321  -10.88066  -0.08039  -0.536
H  -2.21264  -6.96890  -1.56136  0.240
H  -3.15212  -8.01142  -2.64682  0.402
H  -3.63436  -6.31063  -2.39409  0.360
H  -5.62217  -7.43870  -2.06587  0.404
H  -5.93662  -7.17476  -0.34668  0.399
H  -6.82593  -9.33317  -0.91676  0.394
H  -5.41226  -9.52814  0.13716  0.194
H  -4.15575  -9.84240  -1.97554  0.088
H  -4.89704  -12.00263  -2.57369  0.377
H  -6.34320  -11.74168  -1.61445  0.396
H  -4.83055  -13.16321  -0.43969  0.344
H  -4.90307  -11.66697  0.47172  0.344
H  -3.11070  -10.43549  0.74087  0.271
H  -2.41240  -10.13908  -0.87363  0.171
H  -1.55214  -11.14719  0.28735  0.297
C  3.28299  12.64353  -2.56247  -0.724
O  2.12062  12.34887  -3.31175  -0.355
C  2.31362  11.36504  -4.32139  -0.784
C  1.53665  10.10691  -4.00261  -0.194
N  2.10972  9.41274  -2.85704  -0.294
C  1.29978  8.30390  -2.35804  -0.699
C  -0.06394  8.62600  -1.75928  -0.443
O  -0.00246  9.36251  -0.55133  -0.357
C  0.04446  10.76923  -0.69198  -0.652
H  3.04212  13.47324  -1.90007  0.242
H  3.60155  11.79136  -1.95239  0.305
H  4.10802  12.94596  -3.21443  0.347
H  3.37571  11.14264  -4.45676  0.410
H  1.93753  11.78279  -5.26001  0.397
H  1.56205  9.44122  -4.87023  0.348
H  0.49167  10.39944  -3.82895  0.188
H  2.24258  10.07785  -2.10642  0.098
H  1.88770  7.80137  -1.58506  0.364
H  1.16401  7.58079  -3.16863  0.382
H  -0.53141  7.67425  -1.49540  0.280
H  -0.73115  9.11867  -2.47750  0.330
H  -0.49995  11.10776  -1.57723  0.308
H  1.07291  11.13959  -0.73656  0.204
H  -0.42411  11.20468  0.19124  0.269
C  5.38769  -6.80366  -2.71565  -0.755
O  5.79665  -5.45511  -2.59274  -0.325
C  5.87114  -4.75498  -3.82966  -0.837
C  4.82544  -3.66402  -3.89392  0.222
N  3.48494  -4.22498  -4.00166  -0.313
C  2.41133  -3.24434  -3.85877  -1.141
C  2.25975  -2.55599  -2.50888  0.064
O  1.85869  -3.42243  -1.45969  -0.132
C  2.90446  -4.09540  -0.78212  -0.701
H  5.46795  -7.25987  -1.73047  0.240
H  4.34917  -6.88501  -3.05412  0.315
H  6.03425  -7.35159  -3.40742  0.346
H  5.77263  -5.43913  -4.67685  0.412
H  6.86276  -4.29586  -3.88509  0.409
H  5.01740  -3.03489  -4.76770  0.384
H  4.94309  -3.04210  -2.99476  -0.183
H  3.36991  -4.93546  -3.29068  0.121
H  1.47157  -3.75866  -4.07334  0.399
H  2.53264  -2.47912  -4.63094  0.428
H  1.45464  -1.82120  -2.61275  0.194
H  3.15671  -1.99498  -2.21880  0.141
H  3.82124  -3.50139  -0.75650  0.230
H  3.11404  -5.07215  -1.22768  0.258
H  2.57491  -4.26631  0.24399  0.284
C  -3.56420  1.72222  3.41243  -0.742
O  -4.21840  2.97643  3.41937  -0.304
C  -5.35986  3.03954  2.57152  -0.742
C  -6.62422  3.20060  3.38558  -0.275
N  -6.92538  1.98485  4.13126  -0.311
C  -8.00876  2.12462  5.09975  -0.701
C  -7.78961  3.06125  6.28294  -0.478
O  -6.79001  2.62689  7.18501  -0.424
C  -5.46918  3.03053  6.87454  -0.521
H  -2.65288  1.81990  4.00085  0.253
H  -4.18431  0.93919  3.86214  0.414
H  -3.29245  1.42637  2.39461  0.239
H  -5.41960  2.15893  1.92576  0.327
H  -5.24048  3.91710  1.92857  0.389
H  -7.45806  3.42064  2.71286  0.417
H  -6.48265  4.06707  4.04622  0.195
H  -6.09144  1.68856  4.62133  0.084
H  -8.20973  1.12851  5.50165  0.374
H  -8.91262  2.43780  4.56782  0.404
H  -8.72000  3.08003  6.85697  0.354
H  -7.59915  4.09430  5.96832  0.340
H  -5.44788  3.99995  6.37025  0.271
H  -4.95224  2.29023  6.25727  0.159
H  -4.92209  3.11590  7.81373  0.313

(2)
Entry from the OMol25 dataset: a cluster of 2 separate species, CH4OS in total (ωB97M-V with the def2-TZVPD basis set).

Results
**ΔE to the lowest compared entry with this formula, charge and spin**: 32.2 kJ/mol
**Lowest unoccupied orbital energy**: 0.9 eV
**Orbital gap**: 0.38862 Ha
**HOMO level**: -0.35627 hartree
**SMILES string**: C=O.S

Each line ends with the natural charge from an NBO analysis.
Positions of all 7 atoms, in Å:
C  -1.03100  1.55924  0.42575  0.276
O  0.03943  1.75179  -0.06274  -0.487
H  -1.54475  2.33963  1.00622  0.104
H  -1.53251  0.58492  0.31558  0.107
S  0.77766  -2.16189  -0.80684  -0.291
H  1.28726  -2.05405  0.44798  0.146
H  2.00390  -2.01964  -1.32595  0.146

(3)
Entry from the OMol25 dataset: a structure of composition C14H28HgN4OS5 (ωB97M-V with the def2-TZVPD basis set).

Results
**Total charge**: -1
**ΔE to the lowest compared entry with this formula, charge and spin**: 16.4 kJ/mol
**Lowest unoccupied orbital energy (spin up / spin down)**: 2.3 / 2.0 eV
**Orbital gap (spin up / spin down)**: 0.21255 / 0.18725 Ha
**HOMO level (spin up / spin down)**: -0.12673 / -0.11288 hartree
**Expectation value of S²**: 0.76
**Spin multiplicity**: 2

Each line ends with the Mulliken spin population.
Positions of all 53 atoms, in Å:
Hg  0.96767  1.17086  0.25754  0.000
N  1.23049  -2.17584  -0.51711  0.000
C  0.46604  -2.02543  -1.75043  0.007
C  -1.02812  -2.19075  -1.47703  0.002
N  -1.59992  -1.03446  -0.79043  -0.001
C  -2.30239  -1.36188  0.43903  0.000
C  -1.37232  -1.85657  1.54478  0.000
N  -0.71328  -0.74846  2.23799  0.000
C  -2.40599  -0.20851  -1.67058  0.000
C  -1.65619  0.36564  -2.87143  0.000
N  -0.67539  1.36358  -2.47043  -0.002
H  2.13059  -1.70851  -0.59407  0.000
H  1.40806  -3.15188  -0.31248  -0.001
H  0.76560  -2.73410  -2.53398  -0.003
H  0.64142  -1.01390  -2.11910  -0.006
H  -1.16641  -3.09166  -0.87018  0.000
H  -1.56254  -2.36583  -2.42260  0.001
H  -3.08863  -2.12144  0.26012  0.000
H  -2.79838  -0.45450  0.79234  0.000
H  -0.58313  -2.45106  1.08961  0.001
H  -1.94870  -2.50310  2.21875  0.000
H  0.18750  -1.02349  2.60341  0.001
H  -1.27896  -0.38254  2.99154  0.000
H  -2.79028  0.62969  -1.08131  0.000
H  -3.27561  -0.77359  -2.06338  0.000
H  -2.41526  0.75163  -3.56605  0.000
H  -1.13035  -0.43710  -3.39116  0.000
H  -1.09395  2.25456  -2.24282  0.001
H  0.05716  1.49949  -3.15229  0.000
S  3.72756  -1.03893  1.70444  0.310
S  5.35534  -1.01391  0.60593  0.295
S  5.22060  0.24544  -1.02060  0.216
S  3.52184  0.01097  -2.02871  0.179
C  -5.52877  2.47191  -0.88602  0.000
C  -4.23734  2.79183  -0.17977  0.000
C  -3.33512  3.71088  -0.69871  0.000
C  -2.13069  3.97807  -0.05330  0.001
C  -1.82702  3.31787  1.11886  -0.001
C  -2.71143  2.39249  1.65624  0.000
C  -3.91373  2.14455  1.01468  0.000
S  -0.28308  3.71457  1.95058  0.001
C  -1.08072  4.65084  3.28586  0.000
O  0.37627  4.75986  1.11781  0.000
H  -5.62148  3.02963  -1.81793  0.000
H  -6.38975  2.71321  -0.25873  0.000
H  -5.58323  1.40725  -1.12196  0.000
H  -3.57397  4.23153  -1.62038  0.000
H  -1.41834  4.69789  -0.44262  0.000
H  -2.45828  1.85719  2.56558  0.000
H  -4.61435  1.43517  1.44321  0.000
H  -1.58948  5.50902  2.84581  0.000
H  -0.29286  4.97318  3.96600  0.000
H  -1.78820  4.00112  3.80520  0.000

(4)
Entry from the OMol25 dataset: a cluster of 10 separate species, C26H48N4O6 in total (ωB97M-V with the def2-TZVPD basis set).

Results
**ΔE to the lowest compared entry with this formula, charge and spin**: 299.6 kJ/mol
**Lowest unoccupied orbital energy**: 0.2 eV
**Orbital gap**: 0.35600 Ha
**HOMO level**: -0.34969 hartree
**SMILES string**: CC(C)=O.CC(C)=O.CC(C)=O.CC(C)=O.CC(C)=O.CC(C)=O.CC#N.CC#N.CC#N.CC#N

Each line ends with the Mulliken charge.
Positions of all 84 atoms, in Å:
C  0.57965  4.33576  2.80352  -1.007
C  0.00895  5.56652  3.48157  0.773
C  -1.23883  5.47331  4.37723  -0.990
O  0.56958  6.66775  3.43265  -0.571
H  0.44088  3.41226  3.36565  0.305
H  1.63003  4.55269  2.60923  0.313
H  -0.05060  4.18630  1.92685  0.277
H  -1.30989  6.24527  5.14347  0.315
H  -1.37291  4.44252  4.70523  0.300
H  -2.03896  5.57751  3.64441  0.285
C  -4.81566  -1.54638  5.05487  -1.049
C  -6.33548  -1.60563  4.90090  0.722
C  -7.19351  -0.88551  5.93243  -0.896
O  -6.86360  -2.08802  3.89049  -0.566
H  -4.46502  -1.81726  6.05075  0.345
H  -4.45513  -0.54845  4.80539  0.281
H  -4.35405  -2.27799  4.39172  0.308
H  -7.84411  -0.22842  5.35532  0.283
H  -6.50225  -0.32469  6.56151  0.288
H  -7.78089  -1.52677  6.58960  0.283
C  -0.27276  -8.72330  0.13895  -1.034
C  0.13840  -10.19829  -0.08305  0.757
C  1.16547  -10.52709  -1.16711  -0.960
O  -0.37608  -11.13049  0.53732  -0.546
H  -1.12903  -8.65546  0.80999  0.304
H  -0.51489  -8.13254  -0.74449  0.314
H  0.54520  -8.23559  0.66921  0.284
H  2.10245  -10.03371  -0.90878  0.294
H  0.76930  -10.29057  -2.15464  0.303
H  1.25831  -11.61103  -1.23473  0.282
C  2.37375  6.72679  -2.40230  -0.946
C  2.84490  7.40422  -3.68388  0.741
C  3.58399  8.68704  -3.56812  -1.023
O  2.46506  6.99345  -4.80524  -0.571
H  2.67842  7.28238  -1.51540  0.292
H  2.71234  5.70504  -2.23061  0.279
H  1.28392  6.74438  -2.39401  0.281
H  3.88819  8.81274  -4.60724  0.332
H  4.49357  8.67349  -2.96764  0.333
H  2.99439  9.57137  -3.32642  0.280
C  -1.24117  -1.89814  -0.55796  -1.029
C  -0.94663  -0.57509  -1.25350  0.834
C  0.27022  0.19419  -0.80462  -1.067
O  -1.64307  -0.18205  -2.21836  -0.609
H  -2.07704  -2.36428  -1.07963  0.284
H  -1.54644  -1.57788  0.43820  0.308
H  -0.39736  -2.58809  -0.55218  0.339
H  1.16315  -0.37927  -1.05347  0.316
H  0.20513  0.41688  0.26041  0.324
H  0.39959  1.14791  -1.31626  0.294
C  2.62778  0.11552  6.16937  -1.065
C  2.58424  -0.73528  4.87681  0.772
C  3.79635  -1.49701  4.45258  -0.986
O  1.57567  -0.83728  4.19339  -0.556
H  3.00412  1.12832  6.02549  0.279
H  3.32701  -0.33406  6.87441  0.329
H  1.67512  0.17263  6.69595  0.310
H  3.42843  -2.23625  3.74106  0.305
H  4.35709  -1.95205  5.26904  0.345
H  4.41787  -0.76973  3.93022  0.266
C  -5.85830  1.13791  -0.54936  -0.658
C  -4.91458  1.94817  0.20549  0.269
N  -4.16213  2.53519  0.84324  -0.375
H  -5.35378  1.00268  -1.50605  0.235
H  -6.81526  1.62815  -0.72822  0.304
H  -5.85656  0.20720  0.01798  0.231
C  -2.45421  -4.19411  -5.71540  -0.698
C  -2.64512  -5.44324  -4.98625  0.308
N  -2.78436  -6.43949  -4.37232  -0.371
H  -1.38794  -4.00079  -5.83281  0.214
H  -2.99406  -3.35410  -5.27830  0.269
H  -3.01568  -4.25644  -6.64759  0.280
C  7.03053  3.43582  -4.13661  -0.657
C  6.07052  2.37017  -3.69601  0.266
N  5.29325  1.57204  -3.33116  -0.377
H  7.21038  4.19846  -3.37890  0.264
H  6.45809  3.83465  -4.97407  0.235
H  7.98853  2.99594  -4.41383  0.272
C  1.82022  -0.24068  -6.25298  -0.608
C  3.05835  -0.06807  -6.97248  0.268
N  4.05656  0.06889  -7.54740  -0.381
H  1.22588  -0.96697  -6.80739  0.247
H  1.38645  0.75364  -6.14682  0.251
H  2.05016  -0.64728  -5.26814  0.223

(5)
Entry from the OMol25 dataset: a cluster of 2 separate species, CH3O3 in total (ωB97M-V with the def2-TZVPD basis set).

Results
**Total charge**: +1
**ΔE to the lowest compared entry with this formula, charge and spin**: 33.7 kJ/mol
**Lowest unoccupied orbital energy**: -6.3 eV
**Orbital gap**: 0.39882 Ha
**HOMO level**: -0.62918 hartree

Each line ends with the natural charge from an NBO analysis.
Positions of all 7 atoms, in Å:
C  -1.42013  -0.42587  0.13514  0.751
O  1.11114  -0.37742  0.11442  -0.464
O  -2.42187  0.06863  0.04289  -0.213
O  0.49688  0.84748  0.11008  -0.422
H  -0.54797  -1.17852  0.09829  0.339
H  2.05121  -0.05385  0.24809  0.521
H  0.73074  1.11954  -0.74892  0.488

(6)
Entry from the OMol25 dataset: the molecule CH4BrP (ωB97M-V with the def2-TZVPD basis set).

Results
**ΔE to the lowest compared entry with this formula, charge and spin**: 56.8 kJ/mol
**Lowest unoccupied orbital energy**: 0.6 eV
**Orbital gap**: 0.36129 Ha
**HOMO level**: -0.33825 hartree
**SMILES string**: CPBr

Each line ends with the natural charge from an NBO analysis.
Positions of all 7 atoms, in Å:
C  0.70976  -0.32498  -0.40347  -0.942
P  -0.58325  0.93222  0.00653  0.496
Br  -2.36261  -0.39836  0.15632  -0.255
H  0.60937  -0.42404  -1.48429  0.242
H  0.60598  -1.30470  0.19350  0.250
H  1.48389  0.35114  -0.09136  0.228
H  -0.46314  1.16872  1.62276  -0.018